The following is a DFT calculation (ωB97M-V with the def2-TZVPD basis set) of a 2-piece molecular cluster, C4H12 overall.

Results
frontier orbital gap (spin up / spin down): 12.811 / 3.900 eV
charge: +1
2S+1: 2
HOMO energy (spin up / spin down): -15.9 / -15.3 eV
molecular weight: 60.140 u
energy relative to the best compared isomer or geometry (same formula, charge and spin): 12.4 kcal per mole
E_tot: -159.1501 a.u.

Structure (XYZ):
```
16
Properties=species:S:1:pos:R:3:lowdin_spin:R:1
C 1.194 -1.267 -1.078 0.20
C 2.187 -1.480 0.008 0.25
H 1.578 -0.387 -1.639 0.05
H 1.214 -2.126 -1.765 0.02
H 0.165 -1.035 -0.702 0.07
H 1.694 -2.232 0.705 0.11
H 2.578 -0.567 0.444 0.01
H 3.055 -2.150 -0.194 0.07
C -1.922 1.840 1.121 0.06
C -1.527 0.944 -0.058 0.09
H -1.126 2.570 1.266 0.01
H -2.847 2.369 0.866 0.01
H -2.019 1.292 2.062 0.01
H -0.985 1.480 -0.838 0.01
H -0.816 0.189 0.335 0.04
H -2.423 0.561 -0.533 0.00
```